(1)
Computed, not measured: a cluster of 2 separate species, C5H13NOP in total in a non-equilibrium geometry, with wB97M-V/def2-TZVPD.

```
21
Properties=species:S:1:pos:R:3:forces:R:3
C -3.384481 1.007041 -0.050648 -1.4 -1.9 3.1
C 1.970130 1.746884 -0.780595 -2.8 0.4 -2.1
C -0.582778 -2.419021 -0.798643 -0.7 3.5 -1.0
C 0.545367 -0.097109 2.258767 0.8 3.8 -0.7
C 1.544705 0.276605 -0.780586 -1.0 1.1 2.5
N -2.373352 0.973744 -0.682399 4.3 -0.3 -1.8
O -0.089173 -1.653507 0.303087 0.7 1.1 0.7
P 0.091168 -0.084035 0.467276 1.5 -0.6 -1.1
H -4.079658 1.671080 -0.470144 -1.9 0.9 -0.1
H -3.500990 0.313008 0.857506 -0.4 1.2 -1.0
H 2.818624 1.918042 -1.339627 2.0 -0.3 -1.8
H 1.211959 2.456000 -1.323453 1.0 -1.5 1.3
H 2.302687 2.183951 0.105587 -0.2 0.3 2.1
H 0.115687 -2.692677 -1.517071 2.1 -1.1 -0.5
H -1.165684 -1.737520 -1.458954 -0.8 -0.7 0.9
H -1.012992 -3.149916 -0.231720 -1.8 -2.5 0.1
H -0.412144 -0.119326 2.786167 0.6 -0.8 0.3
H 1.103033 0.885965 2.602410 -1.4 -1.5 -1.0
H 1.352242 -0.793655 2.297372 -0.1 -1.3 0.6
H 2.244294 -0.503259 -0.561694 1.2 0.0 1.4
H 1.301355 -0.182303 -1.682647 -1.5 0.2 -2.2
```
Positions in Å, forces in eV/Å.

Summary:
- total energy (Eh) = -669.2338
- net charge = +1
- HOMO energy (spin up / spin down) (eV) = -13.49 / -13.48
- LUMO energy (spin up / spin down) (eV) = -4.29 / -6.26

Atomic partial charges in e from the Mulliken method, atoms 1 to 8: -0.173, -1.280, -0.696, -0.956, -0.558, -0.271, -0.276, 0.604

=====

(2)
Computed, not measured: a structure of composition C2H5N2 in a non-equilibrium geometry, with wB97M-V/def2-TZVPD.

```
9
Properties=species:S:1:pos:R:3:forces:R:3
C -0.069436 0.876732 -0.741334 0.8 3.0 -0.8
C 0.054697 -0.310755 0.795238 0.9 -2.4 0.4
N 0.286404 -0.368081 -0.668694 0.1 -1.9 0.1
N -0.258619 1.104458 0.597393 0.9 -2.5 -1.3
H -0.035117 1.554983 -1.642936 -0.3 -0.6 1.3
H -0.760394 -1.035211 1.083430 0.4 1.2 -0.2
H 0.942503 -0.589653 1.382491 -0.2 0.6 -0.2
H 2.319260 -1.420974 -1.144019 -0.8 0.5 0.1
H -0.853321 1.492377 1.260895 -1.8 2.0 0.6
```
Positions in Å, forces in eV/Å.

Summary:
- total energy (Eh) = -188.2107
- net charge = +1
- HOMO energy (spin up / spin down) (eV) = -15.59 / -17.13
- LUMO energy (spin up / spin down) (eV) = -8.85 / -4.99

Atomic partial charges in e from the Mulliken method, atoms 1 to 8: 0.160, -0.161, -0.330, -0.106, 0.354, 0.292, 0.285, 0.229

=====

(3)
Computed, not measured: the molecule C3H5NO2S in a non-equilibrium geometry, with wB97M-V/def2-TZVPD.

```
12
Properties=species:S:1:pos:R:3:forces:R:3
C 0.541883 -1.415464 0.590592 -0.6 1.3 1.1
C 0.860345 -0.058314 -0.104038 -0.6 -1.4 0.9
O 0.189453 0.033788 -1.325727 0.2 -0.1 -0.7
N -1.026316 0.600268 -0.921358 -0.7 0.4 -0.8
C -0.792457 1.512044 0.069742 0.1 -1.3 1.4
S -1.797539 2.579031 0.806181 0.5 -0.2 -0.8
O 0.379642 1.066078 0.613134 0.1 1.0 0.5
H 0.939472 -1.513610 1.640501 -0.2 0.4 -1.2
H 0.914676 -2.229393 -0.008527 0.1 -0.2 -0.3
H -0.557667 -1.442419 0.670142 0.4 -0.3 -0.1
H 1.899711 0.045287 -0.281268 1.0 0.3 -0.2
H -1.551202 0.822705 -1.749374 -0.3 0.3 0.0
```
Positions in Å, forces in eV/Å.

Summary:
- total energy (Eh) = -720.6661
- HOMO energy (eV) = -8.95
- LUMO energy (eV) = 0.59

Atomic partial charges in e from the Mulliken method, atoms 1 to 8: -1.099, 0.509, -0.303, -0.195, 0.221, -0.320, -0.339, 0.306